{"formula": "C10H22ClN2", "method": "wB97M-V/def2-TZVPD", "charge": 1, "lumo_ev": -4.10, "orbital_gap_ha": 0.31246, "relative_energy_ev": 0.000, "spin_multiplicity": 1, "species": ["C", "N", "C", "C", "Cl", "H", "H", "H", "H", "H", "H", "H", "C", "C", "C", "C", "C", "C", "C", "N", "H", "H", "H", "H", "H", "H", "H", "H", "H", "H", "H", "H", "H", "H", "H"], "xyz": [[2.64780, 0.90566, -2.51076], [1.60024, 1.80674, -2.00186], [1.67647, 3.19705, -2.48349], [0.88867, 1.44817, -0.95941], [-0.25197, 2.46394, -0.21110], [3.06111, 1.36003, -3.41260], [3.45269, 0.77855, -1.77523], [2.22843, -0.07902, -2.75006], [2.31285, 3.17266, -3.36886], [0.69548, 3.57625, -2.74768], [2.14006, 3.84945, -1.74011], [1.23424, 0.57841, -0.37516], [-0.59445, -1.72309, 3.27696], [-0.11921, -1.63531, 1.83126], [1.38098, -1.40664, 1.78853], [-0.91086, -0.55384, 1.08816], [-2.40152, -0.86787, 1.08258], [-2.93907, -0.45488, -0.30058], [-1.73033, -0.19709, -1.18962], [-0.50575, -0.33774, -0.34026], [-0.48387, -0.74789, 3.76849], [-1.64280, -2.02875, 3.34786], [0.00450, -2.45524, 3.82862], [-0.35713, -2.58831, 1.32662], [1.62803, -0.40537, 2.16277], [1.87949, -2.14294, 2.42952], [1.79523, -1.52296, 0.78102], [-0.73834, 0.39351, 1.61752], [-2.55876, -1.94804, 1.24042], [-2.89139, -0.30886, 1.89026], [-3.54627, -1.25323, -0.74375], [-3.53734, 0.45514, -0.19435], [-1.63389, -0.94320, -1.99346], [-1.78283, 0.78346, -1.69076], [-0.00051, -1.16875, -0.67151]]}